No. 1
C7H10 | ωB97M-V/def2-TZVPD

Orbital gap, eV: 8.8
Electronic energy, hartree: -272.57657
Relative energy (zero: lowest compared OMol25 entry of this formula, charge and spin), kcal/mol: 88.75
HOMO energy, eV: -8.44
Charge: 0

Atoms and positions in Å:
C 0.7680 -2.0108 0.6396
C 1.0707 -0.8072 -0.2500
C 0.6387 1.4484 -0.8360
C -0.8087 1.7124 -1.1417
C -1.6471 1.1269 -0.0265
C -0.8551 0.4994 0.8406
C 0.5828 0.5463 0.3607
H 1.1688 -2.9237 0.1850
H 1.2184 -1.8990 1.6333
H -0.3118 -2.1469 0.7674
H 2.1445 -0.7247 -0.4441
H 0.5900 -0.9611 -1.2265
H -1.0212 1.2913 -2.1389
H -0.9410 2.7948 -1.2900
H -2.7280 1.2184 0.0424
H -1.1780 0.0014 1.7510
H 1.3090 0.8339 1.1337

No. 2
C12H13N2O | ωB97M-V/def2-TZVPD

Orbital gap, eV: 9.3
Electronic energy, hartree: -649.44555
Relative energy (zero: lowest compared OMol25 entry of this formula, charge and spin), kcal/mol: 102.56
HOMO energy, eV: -12.43
Charge: +1

Atoms and positions in Å:
C 4.1591 -0.0869 0.2696
C 3.6972 1.0693 -0.3346
C 3.3855 -1.1770 0.4605
C 2.3483 1.1592 -0.7652
C 2.0953 -1.1525 -0.0106
C 1.5289 -0.0134 -0.6092
C -3.2426 -0.4658 -0.6140
C -2.8284 -0.3570 0.6460
C 0.0376 -2.2986 -0.1219
C -2.0831 -0.4607 -1.5348
C -0.7848 -0.5904 -0.5897
C -1.1108 1.5326 0.6371
N 1.2594 -2.2946 0.0644
N -1.3948 0.0436 0.7520
O 0.2485 0.1487 -1.1354
H 5.1593 -0.0278 0.6146
H 4.2347 1.9183 -0.4706
H 3.7814 -2.0394 0.9330
H 1.8903 2.1250 -1.2391
H -4.2798 -0.3712 -1.0099
H -3.2879 -0.3100 1.6017
H -0.6110 -3.0236 0.1641
H -2.0022 -1.3077 -2.2414
H -1.9780 0.4174 -2.1681
H -1.6633 1.8065 -0.2333
H -1.6158 2.0030 1.5177
H -0.1105 1.7667 0.4924
H -0.8145 -0.3339 1.5139

No. 3
C19H41N18O11P | ωB97M-V/def2-TZVPD

Structure (SMILES): NP(O)C1=CC(=O)C=C(c2cccnc2)C1=O.NC(N)=O.NC(N)=O.NC(N)=O.NC(N)=O.NC(N)=O.NC(N)=O.NC(N)=O.NC(N)=O
Orbital gap, eV: 7.2
Electronic energy, hartree: -2903.53835
HOMO energy, eV: -7.96
Charge: 0

Atoms and positions in Å:
N -2.0130 0.0597 2.2353
P -2.5581 0.1774 0.5857
O -2.2273 1.7407 0.1383
C -1.3746 -0.9271 -0.3456
C -1.7364 -2.0302 -1.0077
C -0.6629 -2.8688 -1.6984
O -0.9932 -3.6388 -2.5727
C 0.7906 -2.7352 -1.2723
C 1.1591 -1.6354 -0.6059
C 2.5477 -1.3711 -0.0834
C 2.7497 -1.1552 1.3063
C 4.1035 -0.8956 1.6277
C 5.0772 -0.8711 0.6161
N 4.9344 -1.1035 -0.7020
C 3.6377 -1.3458 -0.9628
C 0.1128 -0.5419 -0.3127
O 0.4841 0.5664 -0.0325
H -1.1278 -0.4598 2.2541
H -2.6741 -0.5571 2.7041
H -1.4522 2.0774 0.6404
H -2.7963 -2.3236 -1.0530
H 1.5019 -3.5410 -1.4910
H 1.9192 -1.1667 2.0200
H 4.3974 -0.7097 2.6673
H 6.1062 -0.6267 0.9351
H 3.4087 -1.5532 -2.0249
N -5.3937 1.8872 -0.2753
C -5.7312 1.3853 -1.4973
N -7.0697 1.3503 -1.7569
O -4.8971 0.9958 -2.3013
H -6.0628 2.2098 0.3969
H -4.4123 1.9290 -0.0492
H -7.3563 0.9869 -2.6461
H -7.7729 1.6653 -1.1171
N -10.3554 4.4438 -3.0115
C -9.4278 3.4699 -3.2457
N -8.4162 3.8266 -4.0853
O -9.4992 2.3624 -2.7391
H -10.3159 5.3597 -3.4163
H -11.1149 4.2144 -2.3970
H -7.7129 3.1353 -4.2767
H -8.3382 4.7304 -4.5110
N -1.2824 6.0658 1.1976
C -0.3707 5.0786 0.9489
N 0.6237 5.4294 0.0970
O -0.4506 3.9699 1.4586
H -1.2344 6.9806 0.7884
H -2.0365 5.8469 1.8225
H 1.3155 4.7330 -0.1131
H 0.6944 6.3415 -0.3242
N -0.9538 -3.9398 4.3094
C 0.0474 -3.4906 3.5008
N 1.2728 -4.0310 3.7425
O -0.1413 -2.6638 2.6202
H -0.8210 -4.6173 5.0360
H -1.8710 -3.5621 4.1569
H 2.0336 -3.7241 3.1617
H 1.4510 -4.7112 4.4570
N 0.8130 10.6001 -0.2300
C 0.9350 9.3743 0.3497
N 0.8423 9.3628 1.7088
O 1.1147 8.3562 -0.3015
H 0.6658 11.4475 0.2846
H 0.8770 10.6420 -1.2311
H 0.9291 8.4724 2.1671
H 0.6955 10.1842 2.2642
N -0.2394 -6.4872 -3.5475
C -0.1617 -7.6743 -2.8946
N -0.3400 -7.5936 -1.5395
O 0.0509 -8.7357 -3.4602
H -0.4061 -5.6106 -3.0839
H -0.1196 -6.5010 -4.5438
H -0.2937 -8.4514 -1.0198
H -0.5183 -6.7355 -1.0516
N 9.8116 1.4178 1.2254
C 8.5585 1.2470 1.7359
N 7.9380 2.3934 2.1386
O 8.0321 0.1512 1.8250
H 10.2631 2.3085 1.1424
H 10.2967 0.5944 0.9185
H 7.0132 2.3044 2.5186
H 8.3521 3.3037 2.0736
N 2.2747 -7.7554 -0.1938
C 3.5302 -7.8470 0.3326
N 4.4113 -8.5786 -0.4087
O 3.8407 -7.3151 1.3855
H 1.9959 -8.1833 -1.0569
H 1.6022 -7.2235 0.3249
H 5.3453 -8.6676 -0.0529
H 4.1752 -9.0227 -1.2762

No. 4
C4H7N3S2 | ωB97M-V/def2-TZVPD

Orbital gap, eV: 8.6
Electronic energy, hartree: -1117.12507
Relative energy (zero: lowest compared OMol25 entry of this formula, charge and spin), kcal/mol: 80.07
HOMO energy, eV: -8.95
Charge: 0

Atoms and positions in Å:
C 1.8188 1.6367 0.4103
C 0.1080 0.3511 -0.4702
C -2.1550 1.7387 -0.3438
C 1.3055 -1.6825 0.9801
N 2.8677 1.5847 0.8482
N -0.2955 -2.3772 -0.9389
N 0.5513 1.5045 0.0902
S -1.5475 0.0953 -0.7510
S 0.8845 -1.3974 -0.8078
H -1.6852 1.9321 0.6843
H -3.2638 1.8345 -0.5065
H -1.6961 2.4819 -0.9485
H 0.3580 -1.4162 1.2708
H 2.1568 -1.0353 1.3058
H 1.2789 -2.7593 1.0477
H -0.6862 -2.4916 -1.8707

No. 5
C6H12O | ωB97M-V/def2-TZVPD

Structure (SMILES): CC(C)[C@H]1C[C@H]1O
Orbital gap, eV: 10.6
Electronic energy, hartree: -311.00935
Relative energy (zero: lowest compared OMol25 entry of this formula, charge and spin), kcal/mol: 31.33
HOMO energy, eV: -9.64
Charge: 0

Atoms and positions in Å:
C -0.9429 -0.0015 1.3913
C -0.5378 0.6958 0.0884
C -1.7823 0.9251 -0.7750
C 0.5418 -0.0111 -0.7428
C 2.0127 0.1943 -0.4667
C 1.4293 -1.1678 -0.3331
O 1.4236 -1.7093 0.9543
H -0.0826 -0.2203 2.0270
H -1.6356 0.6352 1.9533
H -1.4689 -0.9435 1.1801
H -0.1394 1.6836 0.3582
H -2.5212 1.5362 -0.2445
H -2.2575 -0.0311 -1.0293
H -1.5315 1.4353 -1.7117
H 0.2962 -0.0448 -1.8043
H 2.6957 0.4192 -1.2806
H 2.2501 0.6762 0.4793
H 1.6598 -1.8908 -1.1181
H 0.5904 -2.1808 1.0744

No. 6
CH4N2O4 | ωB97M-V/def2-TZVPD

Orbital gap, eV: 5.2
Electronic energy, hartree: -450.79862
Relative energy (zero: lowest compared OMol25 entry of this formula, charge and spin), kcal/mol: 24.83
HOMO energy, eV: 2.32
Charge: -2

Atoms and positions in Å:
C -0.3884 0.9036 -0.1432
N 1.6715 -0.4436 -0.2308
N -1.2013 -0.2633 -0.3354
O -1.5885 -0.7524 1.0310
O -0.7898 -1.2972 -1.0583
O -0.2731 1.3808 1.0130
O -0.1334 1.5983 -1.1635
H 1.7029 -0.8917 0.6789
H 1.2957 0.5583 -0.3836
H -1.3047 0.1749 1.4143
H 1.0091 -0.9679 -0.8225